(1)
# C28H51F9N3O11S

A cluster of 3 separate species, C28H51F9N3O11S in total in a non-equilibrium geometry (ωB97M-V/def2-TZVPD, the OMol25 dataset).

As for the charge: -1. Its spin multiplicity is 1. The HOMO energy is -5.38 eV. The calculation puts the HOMO-LUMO gap at 0.2798 Eh.

Last column: Mulliken charge in e.
Cartesian coordinates (Å):
C 5.305095 -2.726252 0.362327  -0.818
C 4.631769 -2.923626 -1.023444  0.687
O 5.310961 -2.729914 -1.980853  -0.539
O 3.312938 -3.346288 -1.126123  -0.373
C 2.514728 -2.153493 -1.472388  -0.491
C 1.610040 -1.884991 -0.242462  1.360
C 0.624119 -0.666418 -0.448784  -0.772
C 1.333990 0.627748 -0.961157  -1.226
N 1.274779 1.782071 -0.051509  0.889
C 1.780503 1.516380 1.314205  -0.247
C 0.655842 1.179411 2.357404  -0.676
C 0.997179 1.701311 3.781232  -0.548
C 0.087036 0.977262 4.815268  -0.990
C 0.723887 -0.387427 5.240608  -0.512
S 2.074221 -0.199254 6.440241  1.178
O 2.565064 1.159115 6.498994  -0.610
O 1.630205 -0.680096 7.730933  -0.678
O 3.252810 -1.231017 5.976844  -0.491
C 2.989535 0.514914 1.437585  -0.192
O 2.933895 -0.277226 2.418166  -0.620
O 3.992564 0.506910 0.687133  -0.774
C 1.820437 2.964936 -0.589989  0.527
F 1.628451 3.068540 -1.953369  -0.331
F 3.204167 3.028828 -0.459412  -0.416
C 1.146081 4.295378 -0.006386  0.943
F 0.464766 4.947713 -1.009486  -0.325
F 0.223705 4.042061 0.953108  -0.267
C 2.160247 5.338426 0.567384  0.383
F 2.920098 4.854844 1.581879  -0.261
F 1.395560 6.325781 1.154626  -0.331
C 3.077452 6.075168 -0.495941  0.686
F 3.102443 5.521113 -1.704521  -0.197
F 4.303374 6.210598 0.043756  -0.256
F 2.604116 7.340289 -0.674360  -0.285
H 4.637615 -2.971096 1.211686  0.243
H 6.189640 -3.404865 0.420740  0.392
H 5.708280 -1.695338 0.460492  0.161
H 3.249839 -1.348385 -1.671006  0.410
H 1.923386 -2.367701 -2.393557  0.240
H 2.152889 -1.844131 0.722666  -0.059
H 0.923435 -2.785041 -0.172916  -0.910
H -0.092457 -1.029635 -1.230143  0.467
H 0.012736 -0.539746 0.465310  0.225
H 0.856618 0.840488 -1.948943  0.616
H 2.410374 0.462269 -1.220183  0.518
H 2.176688 2.493853 1.697753  0.410
H 0.511910 0.078104 2.415667  0.031
H -0.306878 1.623498 2.003558  0.429
H 2.062306 1.519862 4.027817  0.431
H 0.804433 2.800140 3.784253  0.310
H -0.903422 0.736613 4.370016  0.473
H -0.123832 1.623062 5.701109  0.347
H -0.062894 -1.046768 5.668168  0.461
H 1.104544 -0.908134 4.332166  0.183
H 3.815156 -0.792639 5.303868  0.382
C -2.712548 6.425120 -4.432806  -0.703
O -3.669280 5.453228 -4.050243  -0.316
C -4.433473 4.934018 -5.131637  -0.835
C -4.040965 3.498861 -5.452713  -0.146
N -2.714199 3.428705 -6.057911  -0.342
C -2.148459 2.079660 -6.116126  -0.830
C -1.936740 1.323998 -4.800806  -0.530
O -0.926043 1.864279 -3.969540  -0.309
C -1.323074 2.972681 -3.178801  0.405
H -2.345123 6.906843 -3.526745  0.243
H -1.857961 5.964497 -4.937557  0.290
H -3.154132 7.188984 -5.079296  0.330
H -4.376603 5.573412 -6.019622  0.393
H -5.477499 4.934408 -4.802158  0.392
H -4.772831 3.069180 -6.144293  0.417
H -4.086673 2.934461 -4.514497  0.144
H -2.079185 4.014512 -5.532320  0.091
H -1.172841 2.176268 -6.601408  0.402
H -2.769493 1.470158 -6.781894  0.409
H -1.594697 0.318412 -5.061627  0.383
H -2.867819 1.184748 -4.237716  0.361
H -2.365974 2.899348 -2.856740  0.299
H -1.160407 3.904787 -3.726604  0.010
H -0.691299 3.006789 -2.295253  -0.619
C 0.068850 -5.432935 -0.029016  -0.917
O -0.551607 -4.406937 0.726504  -0.377
C -1.829300 -4.023532 0.235121  -0.697
C -2.944183 -4.501132 1.154131  -0.283
N -3.102706 -5.952042 1.095667  -0.332
C -3.936510 -6.509612 2.160707  -0.701
C -3.499095 -6.295920 3.613199  -0.456
O -2.319731 -6.990546 3.982485  -0.456
C -1.106034 -6.360729 3.607063  -0.432
H 1.110141 -5.496649 0.286883  0.236
H -0.399722 -6.404478 0.160619  0.387
H 0.042787 -5.213833 -1.099940  0.351
H -1.989050 -4.354560 -0.796997  0.409
H -1.843069 -2.928500 0.226342  0.283
H -3.885308 -4.025957 0.859742  0.414
H -2.694240 -4.163561 2.166313  0.160
H -2.191039 -6.386631 1.147586  0.098
H -3.979278 -7.588749 1.984424  0.373
H -4.957523 -6.132226 2.037156  0.394
H -4.289912 -6.705043 4.248276  0.353
H -3.422194 -5.235230 3.880117  0.342
H -1.176102 -5.270470 3.644367  0.255
H -0.802999 -6.684978 2.608397  0.112
H -0.327284 -6.680310 4.299139  0.354

Forces on atoms 1 to 3 (eV/Å):
-0.39 -0.66 0.32
0.93 -0.30 1.40
-0.01 0.06 -1.14



(2)
# C34H56IrN3O3Si4

A structure of composition C34H56IrN3O3Si4 (ωB97M-V/def2-TZVPD, the OMol25 dataset).

Its spin multiplicity is 1. The HOMO energy is -6.78 eV. The calculation puts the HOMO-LUMO gap at 0.2676 Eh. Its energy above the lowest of the compared OMol25 structures with the same formula, charge and spin is 118.69 kJ/mol.

Last column: Mulliken charge in e.
Cartesian coordinates (Å):
Ir -0.340509 0.029905 -0.012216  0.931
C -1.192916 -2.783243 -0.615792  -0.361
N -0.163424 -2.079800 0.215151  1.294
C 1.179535 -2.625340 -0.065867  -1.344
C -0.650375 -2.404738 1.574672  0.768
C -0.403472 -3.630176 2.155427  -0.724
C -1.140181 -4.037653 3.262926  -0.953
C -2.177086 -3.239010 3.701945  -0.815
C -2.425980 -2.001128 3.121092  -0.869
C -1.609534 -1.512397 2.095608  0.178
N -1.656496 -0.261565 1.481621  0.956
C -2.060810 0.902839 2.114856  0.464
C -2.631266 1.028326 3.396630  -1.631
C -3.051607 2.254886 3.878962  -0.889
C -2.911560 3.409154 3.128279  -1.103
C -2.243585 3.324423 1.918882  -0.156
C -1.779306 2.107327 1.449814  0.611
N -0.904162 2.070030 0.257258  1.169
C -1.648254 2.698813 -0.859228  0.024
C 0.314126 2.879288 0.543330  -0.896
H -1.077227 -3.863179 -0.497757  0.454
H -2.171414 -2.486941 -0.254794  -0.055
H -1.106162 -2.513556 -1.657125  -0.723
H 1.159972 -3.715364 -0.113884  0.582
H 1.511666 -2.238213 -1.025912  -0.335
H 1.863350 -2.302913 0.713225  0.314
H 0.345982 -4.289994 1.741520  0.427
H -0.936217 -4.990511 3.731614  0.442
H -2.815420 -3.576643 4.508652  0.405
H -3.282047 -1.438967 3.448639  0.652
H -2.723817 0.172805 4.037334  0.514
H -3.493675 2.302934 4.866333  0.404
H -3.272876 4.360901 3.492050  0.413
H -2.057054 4.225905 1.350330  0.322
H -1.646599 3.786927 -0.761694  0.545
H -1.186721 2.427049 -1.796637  -1.412
H -2.668271 2.336979 -0.840534  0.127
H 0.027984 3.889306 0.836133  0.675
H 0.869569 2.404707 1.349888  0.091
H 0.926603 2.913944 -0.353567  0.005
C 4.772893 3.410131 -3.156584  -0.643
O 5.381022 2.933889 -1.968077  -0.494
C 4.636235 2.161112 -1.143640  1.208
C 5.282410 1.723295 0.025421  -1.364
C 4.553818 0.989190 0.915327  -1.508
C 3.197636 0.626291 0.728598  0.818
C 2.522239 -0.019810 1.856022  0.867
C 3.323340 -0.509684 3.045554  -2.245
O 1.305968 -0.191340 1.908740  -0.303
C 2.573657 0.988664 -0.512221  -1.490
O 1.399819 0.665924 -0.969869  0.376
C 3.332464 1.804361 -1.394082  1.313
H 5.520886 4.022757 -3.651786  0.313
H 3.892428 4.018380 -2.933999  0.270
H 4.485268 2.582393 -3.809212  0.223
H 6.312470 1.995046 0.203787  0.466
H 5.042863 0.679207 1.827042  0.410
H 3.862363 0.298940 3.537946  0.475
H 4.060118 -1.251412 2.731022  0.403
H 2.628694 -0.955780 3.752038  0.391
H 2.830286 2.130703 -2.290829  -0.662
C 1.777308 1.278472 -4.667731  -1.076
Si 0.084425 1.615856 -3.893012  0.961
C 0.262702 3.404475 -3.284336  -1.488
C -1.097842 1.803179 -5.357616  -1.329
Si -0.758593 -0.120147 -2.414380  -0.544
Si -3.077477 -0.336571 -2.997537  1.099
C -4.088255 -1.423933 -1.828435  -1.421
C -4.014764 1.308469 -3.011486  -1.317
C -3.398754 -1.107073 -4.693406  -1.385
Si 0.406951 -1.883226 -3.648385  1.708
C 0.045295 -1.743407 -5.499151  -1.390
C 2.288099 -1.814354 -3.415926  -1.086
C -0.031039 -3.704915 -3.350604  -1.515
H 2.154941 2.235432 -5.041657  0.554
H 1.707719 0.613511 -5.526569  0.449
H 2.509767 0.862628 -3.981403  0.061
H 0.761300 3.938629 -4.098729  0.527
H 0.868140 3.526943 -2.384402  0.173
H -0.698972 3.892728 -3.119135  0.345
H -0.612159 2.463714 -6.083285  0.409
H -2.037203 2.273850 -5.060027  0.339
H -1.334747 0.870221 -5.864919  0.243
H -4.051828 -1.074993 -0.793335  0.260
H -3.785096 -2.471321 -1.853722  0.329
H -5.129360 -1.377300 -2.160821  0.490
H -4.274212 1.641495 -2.007089  0.421
H -4.955629 1.137769 -3.543209  0.504
H -3.485904 2.116053 -3.520573  0.259
H -2.990947 -2.117931 -4.758229  0.338
H -3.005021 -0.525252 -5.527835  0.358
H -4.481892 -1.186496 -4.822371  0.487
H 0.402883 -0.828285 -5.962059  0.296
H -1.013855 -1.844467 -5.731213  0.266
H 0.569322 -2.577842 -5.975841  0.443
H 2.775062 -1.366213 -4.280832  0.368
H 2.676534 -2.831777 -3.315514  0.524
H 2.595415 -1.238510 -2.541033  -0.128
H -1.099802 -3.920933 -3.408582  0.289
H 0.348698 -4.104237 -2.411153  0.377
H 0.460918 -4.250976 -4.161319  0.479

Forces on atoms 1 to 3 (eV/Å):
0.62 0.22 0.01
0.01 0.06 0.05
-0.11 -0.26 0.07



(3)
# C2H7IN3

A structure of composition C2H7IN3 in a non-equilibrium geometry (ωB97M-V/def2-TZVPD, the OMol25 dataset).

As for the charge: +1. Its spin multiplicity is 1. The HOMO energy is -13.69 eV. The calculation puts the HOMO-LUMO gap at 0.3450 Eh. Its energy above the lowest of the compared OMol25 structures with the same formula, charge and spin is 119.44 kJ/mol.

Last column: natural (NBO) charge in e.
Cartesian coordinates (Å):
C 0.688056 -1.174718 0.120721  -0.028
C 0.217700 1.379700 0.323707  0.373
N -0.270003 0.175164 0.179631  -0.606
N -0.315764 2.451349 -0.128632  -0.722
N 0.006003 -2.252566 -0.267689  -0.814
I -2.228499 -0.067419 -0.188025  0.416
H 1.372891 -0.929412 -0.818583  0.214
H 1.328169 -1.354594 1.018021  0.247
H 1.385417 1.356113 0.855806  0.247
H -1.260843 2.362281 -0.411757  0.417
H 0.017705 3.385362 0.095817  0.444
H -0.502561 -2.337258 -1.114757  0.400
H -0.438268 -2.993999 0.335746  0.410

Forces on atoms 1 to 3 (eV/Å):
2.49 1.39 -2.41
5.03 -2.75 1.71
0.76 -0.38 0.92



(4)
# C34H43N4O

The ion C34H43N4O with charge +1 in a non-equilibrium geometry (ωB97M-V/def2-TZVPD, the OMol25 dataset).

As for the charge: +1. The SMILES is CN1C(=O)[C@@H](Cc2c[nH]c3ccccc23)N(/C=C/[C@H](c2ccccc2)[C@H]2CCCC2=[N+]2CCCCC2)C1(C)C. Its spin multiplicity is 1. The HOMO energy is -9.19 eV. The calculation puts the HOMO-LUMO gap at 0.1931 Eh. Its energy above the lowest of the compared OMol25 structures with the same formula, charge and spin is 125.97 kJ/mol.

Last column: Mulliken charge in e.
Cartesian coordinates (Å):
C -3.270087 -0.286130 1.837773  -0.712
C -2.778744 0.901411 2.657922  -0.917
C -1.275386 1.165756 2.552174  -0.278
N -0.438350 -0.020652 2.726352  0.246
C 0.901002 0.074596 2.931749  0.140
C 1.879238 1.334723 2.731749  0.481
C 3.245270 0.677647 2.436550  0.493
C 3.144318 -0.833057 2.361222  -1.104
C 1.659691 -1.171468 2.546401  -0.563
C -0.940740 -1.277348 2.103141  -0.719
C -2.449978 -1.518732 2.164824  -0.869
H -4.316511 -0.491951 2.076017  0.336
H -3.229168 -0.068722 0.764288  0.346
H -3.302242 1.807080 2.336290  0.390
H -3.036615 0.734995 3.710611  0.378
H -1.075802 1.619118 1.562030  0.275
H -0.983513 1.902607 3.306106  0.215
H 1.555078 1.699858 1.729799  0.443
H 3.729989 1.129641 1.566958  0.598
H 3.924574 0.841102 3.269813  -0.947
H 3.543951 -1.209242 1.401919  0.291
H 3.706745 -1.288828 3.189838  0.318
H 1.496101 -2.034980 3.220109  0.398
H 1.307331 -1.457928 1.537303  0.255
H -0.657815 -1.300977 1.028803  0.410
H -0.470486 -2.153504 2.571686  0.345
H -2.706768 -1.892060 3.164169  0.390
H -2.680514 -2.324914 1.458285  0.375
C 7.617095 3.486477 8.252845  -0.962
N 7.099672 2.982093 7.001097  0.279
C 7.741874 1.971602 6.344427  0.321
O 8.781220 1.418770 6.709955  -0.692
C 6.931285 1.691204 5.080984  0.144
C 6.723286 0.193354 4.797875  0.245
C 7.998347 -0.558466 4.602612  0.493
C 8.925054 -0.440499 3.577524  -0.692
N 9.996057 -1.277380 3.834838  -0.026
C 9.775843 -1.972369 5.018459  -0.567
C 10.585622 -2.861202 5.717297  -0.784
C 10.112584 -3.345509 6.947206  -0.495
C 8.863993 -2.934963 7.454481  -0.848
C 8.057378 -2.032700 6.748464  -0.265
C 8.512927 -1.546484 5.525696  0.833
N 5.691349 2.408159 5.332259  0.524
C 4.663278 2.397598 4.416523  -0.373
C 3.313709 2.509493 4.668706  -0.512
C 2.202922 2.504176 3.527598  0.496
C 1.077834 3.539686 3.819759  0.248
C 0.344199 4.004320 2.714640  -0.379
C -0.660441 4.969817 2.868050  -0.639
C -0.851142 5.598017 4.106709  -0.623
C -0.002293 5.269352 5.167346  -0.761
C 0.936768 4.234949 5.030137  -0.132
C 5.731125 3.228559 6.545232  0.184
C 4.741639 2.727324 7.603313  -1.465
C 5.523358 4.722030 6.264913  -1.701
H 8.625952 3.093309 8.412135  0.358
H 7.650131 4.580706 8.229964  0.302
H 6.978094 3.182800 9.091296  0.322
H 7.477858 2.143974 4.227416  0.161
H 6.186672 -0.253761 5.654511  0.230
H 6.086508 0.095967 3.897835  -0.216
H 8.884940 0.205293 2.707940  0.428
H 10.817054 -1.378512 3.245199  0.204
H 11.546222 -3.148468 5.286713  0.370
H 10.722937 -4.047591 7.517201  0.372
H 8.528296 -3.330635 8.415456  0.371
H 7.093638 -1.690369 7.130976  0.346
H 5.034055 2.316836 3.374568  0.874
H 3.021353 2.908808 5.647925  -0.776
H 2.779000 3.092062 2.774398  0.412
H 0.595749 3.635375 1.713545  0.412
H -1.297133 5.234249 2.021607  0.422
H -1.657365 6.321766 4.250940  0.402
H -0.060484 5.806073 6.116599  0.411
H 1.575284 3.998618 5.879575  0.417
H 4.972081 1.684230 7.864961  0.322
H 4.808108 3.364691 8.494118  0.525
H 3.720423 2.767820 7.230528  0.313
H 6.355245 5.102025 5.657141  0.376
H 4.583093 4.877433 5.727220  0.290
H 5.493256 5.265909 7.217210  0.489

Forces on atoms 1 to 3 (eV/Å):
-0.01 0.05 -0.05
-0.14 -0.12 0.28
-0.55 0.88 0.06